[1]
ORCA calculation (ωB97M-V/def2-TZVPD) on a cluster of 3 separate species, C7H10N2O4S in total at a distorted geometry.

```
! wB97M-V def2-TZVPD RIJCOSX def2/J DEFGRID3
* xyz 0 3
C -0.677 2.354 -0.162
C -2.157 -1.577 0.813
C 1.828 0.158 1.414
C 2.893 -0.147 0.360
C 0.974 1.298 1.035
C 0.635 0.658 -1.260
C -1.695 1.751 -0.908
N 0.466 1.476 -0.206
N -1.116 -2.364 -1.145
O -3.210 -1.935 0.647
O -0.734 3.478 0.293
O -1.266 -0.985 1.201
O -2.644 0.951 -0.612
S 1.791 -0.632 -1.144
H 1.303 -0.716 1.594
H 2.413 0.227 2.283
H 3.485 0.552 -0.074
H 3.375 -1.020 0.444
H 0.653 1.942 1.887
H 0.001 0.840 -2.057
H -0.562 -1.572 -1.394
H -2.081 -2.218 -1.394
H -0.903 -3.093 -1.847
H -2.769 0.574 0.234
*
```

Kohn-Sham gap (spin up / spin down)   5.608 / 8.097 eV
E   -1081.133973 Eh
HOMO energy (spin up / spin down)   -0.19895 / -0.31530 Ha

These are the Mulliken partial charges, in e, on atoms 1 to 5: 0.906, 0.651, -0.594, -0.985, -0.336



[2]
ORCA calculation (ωB97M-V/def2-TZVPD) on a cluster of 2 separate species, C7H10N3O in total at a distorted geometry.

```
! wB97M-V def2-TZVPD RIJCOSX def2/J DEFGRID3
* xyz 1 3
C -2.400 -0.013 0.489
C 0.040 -1.493 1.014
C 0.702 -0.317 1.336
C 0.169 -0.400 -0.840
C 1.003 0.173 2.698
C 0.809 1.165 -2.565
C 0.136 -0.060 -2.192
N -1.865 0.329 1.449
N -0.239 -1.525 -0.263
N 0.782 0.321 0.172
O -2.599 -0.593 -0.645
H -0.470 -2.213 1.694
H 0.612 -0.619 3.279
H 2.114 0.321 2.863
H 0.449 1.140 2.893
H 1.190 1.093 -3.640
H 1.714 1.230 -1.956
H 0.353 2.090 -2.396
H -3.341 -1.205 -0.457
H -0.296 -0.660 -2.929
H 1.134 1.235 -0.004
*
```

Kohn-Sham gap (spin up / spin down)   9.113 / 6.982 eV
E   -511.832259 Eh
HOMO energy (spin up / spin down)   -0.44201 / -0.54225 Ha

These are the Mulliken partial charges, in e, on atoms 1 to 5: 0.512, -0.108, 0.430, 0.779, -1.079



[3]
ORCA calculation (ωB97M-V/def2-TZVPD) on the ion C7H10N3P2 with charge +1 at a distorted geometry.

```
! wB97M-V def2-TZVPD RIJCOSX def2/J DEFGRID3
* xyz 1 1
C -1.260 2.274 -2.044
C -2.109 1.209 -1.582
C -0.005 2.417 -1.437
C -1.627 0.325 -0.653
C 0.510 1.505 -0.488
C -0.337 0.481 -0.147
C 0.249 -0.679 0.532
N -0.765 -3.965 -1.261
N 0.035 -2.172 0.127
N 0.883 -0.484 1.634
P -0.450 -2.462 -1.486
P 1.955 -1.453 2.830
H -1.649 3.123 -2.724
H -3.050 1.148 -2.094
H 0.680 3.290 -1.718
H -2.167 -0.556 -0.432
H 1.509 1.675 -0.040
H -0.790 -4.441 -2.174
H 0.255 -2.894 0.773
H 0.651 0.460 2.032
H 1.966 -2.580 1.923
H 3.003 -0.767 2.178
*
```

Kohn-Sham gap   8.869 eV
SMILES   [H]/N=P/N/C(=[NH+]\P)c1ccccc1
E   -1119.417134 Eh
HOMO energy   -0.47914 Ha

These are the Mulliken partial charges, in e, on atoms 1 to 5: -0.463, -0.619, -0.370, -0.565, -0.366



[4]
ORCA calculation (ωB97M-V/def2-TZVPD) on the molecule C7H10N4 at a distorted geometry.

```
! wB97M-V def2-TZVPD RIJCOSX def2/J DEFGRID3
* xyz 0 1
C -0.790 -2.073 1.027
C -1.234 -0.713 0.547
C -1.936 0.184 1.540
N -1.082 -0.264 -0.638
C 0.262 -0.176 -1.163
C 0.168 0.561 -2.446
N 0.047 1.207 -3.399
C 1.219 0.610 -0.269
N 2.572 0.482 -0.781
C 0.835 2.050 -0.164
N 0.456 3.114 -0.420
H 0.256 -2.278 0.815
H -1.428 -2.866 0.655
H -0.872 -2.091 2.111
H -1.190 0.907 1.855
H -2.719 0.691 0.986
H -2.386 -0.355 2.366
H 0.752 -1.127 -1.398
H 1.251 0.235 0.750
H 2.621 0.839 -1.729
H 3.200 1.063 -0.244
*
```

Kohn-Sham gap   9.400 eV
SMILES   CC(C)=N[C@@H](C#N)[C@@H](N)C#N
E   -491.668299 Eh
HOMO energy   -0.33775 Ha

These are the Mulliken partial charges, in e, on atoms 1 to 5: -1.232, 0.754, -1.209, -0.533, 0.285



[5]
ORCA calculation (ωB97M-V/def2-TZVPD) on the ion C7H10N5O with charge +1 at a distorted geometry.

```
! wB97M-V def2-TZVPD RIJCOSX def2/J DEFGRID3
* xyz 1 1
C -1.815 2.500 -0.003
C -2.158 0.388 0.014
C -0.721 0.574 -0.110
C 0.708 -1.571 -0.126
C -3.170 -2.132 0.019
C -2.941 -0.712 0.060
C 0.687 2.640 -0.201
N -2.749 1.640 0.080
N -0.561 1.920 -0.126
N 0.376 -0.186 -0.156
N 0.010 -2.433 -0.717
N 1.884 -1.759 0.529
O -4.169 -1.085 0.131
H -1.951 3.562 0.021
H -3.139 -2.659 -0.926
H -3.035 -2.724 0.912
H 1.300 2.438 0.680
H 1.242 2.384 -1.106
H 0.472 3.705 -0.228
H 1.224 0.370 -0.222
H 0.353 -3.383 -0.651
H 2.384 -1.024 0.996
H 2.276 -2.683 0.571
*
```

Kohn-Sham gap   8.778 eV
SMILES   [H]/N=C(N)/[NH+]=C1\C(=C2/CO2)N=CN1C
E   -621.466092 Eh
HOMO energy   -0.47774 Ha

These are the Mulliken partial charges, in e, on atoms 1 to 5: 0.005, 0.307, 0.285, 0.458, -0.241



[6]
ORCA calculation (ωB97M-V/def2-TZVPD) on the molecule C7H10N6 at a distorted geometry.

```
! wB97M-V def2-TZVPD RIJCOSX def2/J DEFGRID3
* xyz 0 1
N 0.931 -1.520 -1.820
N -1.554 0.938 1.261
N -0.560 -0.091 -0.510
N 1.409 0.743 -1.439
N 0.240 1.976 0.163
C 0.053 -2.507 -1.736
C -1.210 1.447 2.427
C 0.546 -0.262 -1.250
C -0.661 1.005 0.217
C 1.237 1.741 -0.674
N 2.277 2.523 -0.913
C 0.521 -3.794 -2.366
C -2.045 1.223 3.651
H -0.957 -2.357 -1.391
H -0.351 2.022 2.605
H 2.152 3.474 -0.490
H 2.565 2.433 -1.840
H 1.616 -3.778 -2.196
H 0.405 -3.918 -3.550
H 0.102 -4.679 -1.923
H -2.086 2.151 4.215
H -3.029 0.816 3.402
H -1.601 0.414 4.157
*
```

Kohn-Sham gap   9.237 eV
SMILES   C/C=N/c1nc(N)nc(/N=C/C)n1
E   -601.234794 Eh
HOMO energy   -0.34180 Ha

These are the Mulliken partial charges, in e, on atoms 1 to 5: -0.478, -0.515, -0.502, -0.446, -0.634